# C39H31GaN4O2STe

A structure of composition C39H31GaN4O2STe at a distorted geometry (ωB97M-V/def2-TZVPD, the OMol25 dataset).

Cartesian coordinates (Å):
Ga  0.797  -1.712  -2.019
C  -2.387  4.177  -0.418
C  -1.802  2.803  -0.556
C  -1.040  2.464  -1.642
C  -0.523  1.157  -1.845
C  0.390  0.930  -2.939
O  0.676  -0.249  -3.360
C  1.086  1.994  -3.664
C  1.555  3.144  -3.015
C  2.261  4.100  -3.721
C  2.487  3.932  -5.079
C  2.032  2.790  -5.731
C  1.356  1.817  -5.025
C  -0.828  0.193  -0.865
O  -0.462  -1.086  -1.008
C  -1.512  0.542  0.300
C  -2.000  1.825  0.442
C  -1.564  -0.520  1.361
N  -2.535  -1.288  1.581
C  -3.755  -1.185  0.804
C  -4.870  -0.439  1.506
Te  -4.977  -0.526  3.641
C  -3.949  1.311  3.881
C  -4.512  2.500  3.430
C  -3.860  3.709  3.626
C  -2.638  3.747  4.285
C  -2.075  2.566  4.747
C  -2.725  1.357  4.542
C  -0.304  -0.641  2.152
C  0.637  0.385  2.153
C  1.784  0.292  2.935
C  2.002  -0.838  3.707
C  1.071  -1.872  3.694
C  -0.072  -1.773  2.927
H  -2.247  4.759  -1.325
H  -1.922  4.709  0.412
H  -3.449  4.118  -0.202
H  -0.896  3.190  -2.426
H  1.408  3.265  -1.951
H  2.638  4.975  -3.213
H  3.026  4.688  -5.631
H  2.210  2.665  -6.788
H  1.002  0.929  -5.524
H  -2.543  2.084  1.348
H  -4.068  -2.212  0.594
H  -3.587  -0.694  -0.165
H  -5.826  -0.779  1.118
H  -4.814  0.633  1.303
H  -5.488  2.489  2.959
H  -4.325  4.626  3.294
H  -2.142  4.691  4.458
H  -1.134  2.585  5.279
H  -2.281  0.443  4.904
H  0.456  1.291  1.589
H  2.483  1.116  2.965
H  2.876  -0.904  4.338
H  1.226  -2.744  4.310
H  -0.827  -2.551  2.940
N  3.230  -4.832  -1.431
C  3.883  -4.099  -0.442
C  4.951  -4.421  0.386
C  5.321  -3.451  1.293
C  4.646  -2.220  1.389
C  3.584  -1.905  0.572
C  3.224  -2.867  -0.365
N  2.195  -2.887  -1.309
C  2.241  -4.077  -1.917
C  1.257  -4.361  -2.955
C  0.975  -5.441  -3.730
S  -0.335  -5.094  -4.771
C  -0.455  -3.537  -4.132
N  0.431  -3.290  -3.198
H  3.461  -5.773  -1.714
H  5.459  -5.370  0.330
H  6.146  -3.647  1.961
H  4.960  -1.510  2.138
H  3.040  -0.975  0.683
H  1.449  -6.405  -3.748
H  -1.185  -2.813  -4.455

## Properties
* ΔE to the lowest compared entry with this formula, charge and spin: 159.8 kJ/mol
* charge: +2
* HOMO level: -11.056 eV
* orbital gap: 4.547 eV

=====

# CH8N4O2

A structure of composition CH8N4O2 at a distorted geometry (ωB97M-V/def2-TZVPD, the OMol25 dataset).

Cartesian coordinates (Å):
N  0.490  0.424  -0.968
C  -0.428  -0.731  -0.334
N  1.795  0.641  -0.457
N  0.204  -1.289  0.792
O  -1.087  -1.397  -1.129
H  0.385  0.423  -1.981
H  1.888  1.619  -0.192
H  2.495  0.422  -1.162
H  1.154  -0.954  0.919
H  0.128  -2.297  0.798
N  -1.567  0.745  0.280
O  -1.286  0.919  1.671
H  -1.044  0.013  1.961
H  -2.437  0.223  0.168
H  -0.689  1.241  -0.368

## Properties
* ΔE to the lowest compared entry with this formula, charge and spin: 269.8 kJ/mol
* HOMO level: -8.814 eV
* orbital gap: 9.583 eV

=====

# C29H59NO36S9

A structure of composition C29H59NO36S9 at a distorted geometry (ωB97M-V/def2-TZVPD, the OMol25 dataset).

Cartesian coordinates (Å):
C  3.835  -1.650  2.906
O  4.039  -1.379  1.475
C  5.059  -0.313  1.265
C  5.082  0.257  -0.277
C  4.009  1.483  -0.518
C  2.437  0.989  -0.637
C  1.360  2.122  -0.041
C  -0.123  1.991  -0.726
C  -1.295  2.906  -0.039
C  -1.005  3.370  1.507
C  -1.244  2.174  2.630
O  -2.055  1.047  2.143
S  -1.107  -0.308  1.728
O  -0.263  -0.753  2.985
O  -2.174  -1.642  1.440
N  -1.382  -2.758  1.514
C  -1.292  -3.340  0.261
C  -0.718  -2.504  -1.062
C  -1.758  -4.909  -0.063
H  2.711  -1.583  3.236
H  4.456  -0.886  3.549
H  4.242  -2.742  3.145
H  4.919  0.600  1.985
H  6.095  -0.810  1.551
H  6.170  0.717  -0.446
H  4.930  -0.646  -1.014
H  4.145  2.253  0.362
H  4.277  1.956  -1.576
H  2.344  -0.051  -0.074
H  2.256  0.757  -1.782
H  1.807  3.167  -0.402
H  1.388  1.990  1.122
H  -0.006  2.389  -1.846
H  -0.427  0.844  -0.852
H  -1.435  3.895  -0.676
H  -2.344  2.342  -0.115
H  -1.820  4.203  1.764
H  0.037  3.880  1.684
H  -1.864  2.664  3.523
H  -0.212  1.854  3.118
H  0.242  -1.927  -0.713
H  -1.531  -1.676  -1.313
H  -0.533  -3.204  -1.994
H  -0.889  -5.682  0.084
H  -2.092  -4.929  -1.198
H  -2.666  -5.147  0.671
C  -3.110  8.858  3.507
C  -3.289  7.482  4.144
O  -2.675  6.569  3.238
S  -1.423  7.312  2.503
O  -0.210  6.948  3.201
O  -1.582  7.170  1.075
O  -1.810  8.840  2.920
H  -3.842  9.020  2.709
H  -3.187  9.665  4.239
H  -4.340  7.227  4.296
H  -2.758  7.419  5.100
C  -5.085  -0.217  -3.552
C  -5.263  -1.592  -2.914
O  -4.649  -2.506  -3.820
S  -3.397  -1.762  -4.555
O  -2.184  -2.126  -3.858
O  -3.557  -1.904  -5.984
O  -3.785  -0.234  -4.139
H  -5.817  -0.054  -4.350
H  -5.161  0.591  -2.819
H  -6.315  -1.847  -2.762
H  -4.732  -1.655  -1.959
C  3.846  0.523  -5.427
C  3.969  1.593  -6.508
O  3.643  2.820  -5.858
S  4.119  2.737  -4.301
O  5.408  3.383  -4.188
O  2.994  3.073  -3.460
O  4.352  1.124  -4.236
H  2.798  0.255  -5.255
H  4.415  -0.378  -5.671
H  3.297  1.413  -7.351
H  4.998  1.668  -6.874
C  -4.028  -7.733  2.558
C  -4.981  -8.741  3.194
O  -6.227  -8.548  2.529
S  -5.941  -8.090  0.990
O  -6.029  -9.261  0.146
O  -6.677  -6.875  0.730
O  -4.365  -7.712  1.172
H  -4.189  -6.729  2.963
H  -2.980  -8.015  2.691
H  -5.091  -8.588  4.271
H  -4.653  -9.768  3.005
C  0.915  1.932  7.894
C  0.860  1.679  6.390
O  0.422  2.910  5.820
S  0.979  4.143  6.732
O  2.186  4.649  6.118
O  -0.137  4.988  7.088
O  1.403  3.265  8.038
H  -0.084  1.884  8.339
H  1.575  1.227  8.407
H  0.175  0.868  6.129
H  1.855  1.456  5.990
C  6.784  -3.911  1.414
C  7.888  -3.380  0.503
O  8.750  -4.492  0.274
S  7.863  -5.860  0.283
O  7.562  -6.212  -1.087
O  8.459  -6.785  1.220
O  6.516  -5.235  0.955
H  7.126  -3.973  2.452
H  5.879  -3.300  1.366
H  8.439  -2.552  0.956
H  7.482  -3.062  -0.463
C  0.763  4.087  -9.780
C  1.884  5.108  -9.958
O  2.151  5.601  -8.647
S  1.876  4.411  -7.566
O  3.142  3.788  -7.249
O  0.969  4.909  -6.558
O  1.053  3.412  -8.557
H  -0.207  4.583  -9.674
H  0.719  3.375  -10.608
H  1.603  5.924  -10.627
H  2.797  4.630  -10.330
C  -6.861  -3.025  1.563
C  -6.319  -3.974  2.629
O  -4.971  -3.564  2.844
S  -4.864  -1.952  2.616
O  -4.936  -1.309  3.909
O  -3.809  -1.693  1.665
O  -6.299  -1.749  1.868
H  -6.520  -3.317  0.565
H  -7.953  -2.972  1.574
H  -6.359  -5.019  2.314
H  -6.862  -3.857  3.573

## Properties
* HOMO level: -7.770 eV
* orbital gap: 7.996 eV

=====

# CH3F2NS

A cluster of 2 separate species, CH3F2NS in total at a distorted geometry (ωB97M-V/def2-TZVPD, the OMol25 dataset).

Cartesian coordinates (Å):
C  1.431  0.363  -0.874
N  -2.168  0.718  0.927
F  -2.183  -1.529  2.342
F  1.183  -0.610  0.011
S  -2.441  -0.658  0.846
H  2.472  0.365  -1.066
H  0.857  1.226  -0.398
H  0.848  0.126  -1.789

## Properties
* ΔE to the lowest compared entry with this formula, charge and spin: 82.4 kJ/mol
* HOMO level: -11.619 eV
* orbital gap: 10.480 eV

=====

# H6Si5

A cluster of 3 separate species, H6Si5 in total at a distorted geometry (ωB97M-V/def2-TZVPD, the OMol25 dataset).

Cartesian coordinates (Å):
Si  -1.197  1.511  0.182
Si  1.719  -0.207  -0.067
Si  -2.205  -0.517  -0.287
Si  -0.246  -1.519  0.204
Si  1.017  2.013  -0.045
H  -0.153  1.046  -1.528
H  -2.008  2.813  -0.067
H  2.861  -0.782  0.721
H  1.854  -0.806  -1.608
H  -1.362  -0.674  1.789
H  -0.280  -2.877  0.707

## Properties
* ΔE to the lowest compared entry with this formula, charge and spin: 66.5 kJ/mol
* HOMO level: -7.883 eV
* orbital gap: 6.716 eV

=====

# C2H7NS2

A cluster of 2 separate species, C2H7NS2 in total at a distorted geometry (ωB97M-V/def2-TZVPD, the OMol25 dataset).

Cartesian coordinates (Å):
S  0.564  0.814  0.427
S  0.619  2.326  -1.011
H  0.357  -0.522  0.498
H  1.840  2.061  -1.502
C  -1.623  -1.729  1.417
C  -0.733  -2.467  0.749
N  -0.300  -2.304  -0.537
H  -2.194  -0.909  1.002
H  -1.609  -1.691  2.492
H  -0.514  -3.501  1.019
H  -0.446  -1.570  -1.204
H  0.021  -3.113  -1.036

## Properties
* ΔE to the lowest compared entry with this formula, charge and spin: 239.6 kJ/mol
* HOMO level: -8.344 eV
* orbital gap: 8.123 eV

=====

# C6H7N2

The ion C6H7N2 with charge +1 at a distorted geometry (ωB97M-V/def2-TZVPD, the OMol25 dataset).

Cartesian coordinates (Å):
C  -0.065  0.150  0.509
C  0.861  -0.453  -0.302
C  1.516  0.187  -1.388
C  -0.299  1.325  3.710
C  -1.036  0.792  2.720
C  0.086  -1.391  -2.925
N  -0.510  0.605  1.475
N  0.777  -0.767  -1.865
H  2.192  0.946  -1.841
H  -0.575  1.434  4.686
H  0.641  1.646  3.606
H  -1.970  0.376  2.777
H  0.734  -1.641  -3.708
H  -0.647  -0.859  -3.491
H  -0.547  -2.344  -2.595

## Properties
* ΔE to the lowest compared entry with this formula, charge and spin: 594.1 kJ/mol
* charge: +1
* HOMO level: -12.617 eV
* orbital gap: 7.857 eV

=====

# C17H60N4O13

A cluster of 13 separate species, C17H60N4O13 in total at a distorted geometry (ωB97M-V/def2-TZVPD, the OMol25 dataset).

Cartesian coordinates (Å):
C  -0.781  -1.287  -1.605
C  -1.396  -0.346  -0.579
O  -0.414  -0.165  0.490
H  0.166  -1.047  -2.180
H  -1.425  -1.351  -2.412
H  -0.678  -2.316  -1.111
H  -2.370  -0.726  -0.164
H  -1.618  0.586  -1.151
H  -0.257  -1.065  0.857
C  -4.359  0.164  2.538
C  -2.985  0.836  2.626
O  -2.701  0.816  3.983
H  -4.490  -0.647  3.258
H  -4.461  -0.121  1.532
H  -5.206  0.713  2.887
H  -3.104  1.772  2.188
H  -2.233  0.357  2.041
H  -1.927  0.272  4.136
C  -3.865  3.658  -0.685
C  -2.435  4.048  -0.155
O  -2.411  5.396  0.198
H  -4.748  3.981  -0.124
H  -3.823  2.543  -0.729
H  -4.026  3.977  -1.717
H  -1.692  3.738  -0.918
H  -2.257  3.413  0.751
H  -1.512  5.693  0.000
C  3.146  -0.901  -5.508
C  2.816  0.175  -4.548
O  1.657  -0.036  -3.771
H  3.141  -1.790  -4.938
H  4.139  -0.728  -5.841
H  2.385  -0.966  -6.313
H  2.584  1.054  -5.201
H  3.707  0.386  -3.977
H  0.930  0.445  -4.206
C  2.080  0.246  2.609
O  1.980  -0.925  1.857
N  2.888  1.224  2.395
N  1.447  0.334  3.728
H  3.477  1.079  1.605
H  3.095  2.032  3.024
H  0.600  -0.244  3.827
H  1.754  0.927  4.486
C  3.644  -1.273  -1.161
O  4.517  -1.694  -2.195
N  3.957  -1.454  0.084
N  2.571  -0.528  -1.375
H  4.749  -2.091  0.312
H  3.279  -1.209  0.798
H  2.326  -0.401  -2.298
H  1.857  -0.188  -0.717
C  0.963  2.337  -0.873
O  1.874  2.972  -0.017
H  1.125  1.311  -0.749
H  0.999  2.593  -1.931
H  -0.023  2.327  -0.436
H  2.675  2.534  -0.002
C  -0.880  -1.985  4.771
O  -0.948  -1.432  3.511
H  -0.600  -3.059  4.715
H  -1.810  -1.839  5.295
H  -0.109  -1.493  5.313
H  -1.653  -1.903  3.038
C  1.479  -3.627  -3.535
O  2.506  -4.259  -4.302
H  0.613  -3.412  -4.137
H  1.824  -2.735  -3.055
H  1.353  -4.165  -2.644
H  3.364  -4.144  -3.866
C  -1.586  2.988  -3.555
O  -0.304  2.547  -3.983
H  -2.165  2.336  -2.906
H  -2.320  3.000  -4.357
H  -1.663  3.991  -3.200
H  0.434  3.172  -3.830
C  1.068  -3.659  0.296
O  0.363  -3.098  1.344
H  1.898  -4.179  0.694
H  1.448  -2.758  -0.285
H  0.416  -4.238  -0.321
H  0.988  -2.883  2.046
C  -2.405  -3.853  2.770
O  -2.239  -2.993  1.683
H  -2.881  -4.760  2.414
H  -2.858  -3.337  3.601
H  -1.381  -4.155  3.075
H  -1.395  -3.188  1.196
C  -0.248  3.043  2.790
O  0.995  3.648  2.503
H  -0.980  3.862  2.719
H  -0.309  2.663  3.752
H  -0.574  2.236  2.120
H  1.229  3.230  1.706

## Properties
* ΔE to the lowest compared entry with this formula, charge and spin: 678.4 kJ/mol
* HOMO level: -8.756 eV
* orbital gap: 8.908 eV

=====

# C14H28BF4N2O3

The ion C14H28BF4N2O3 with charge +1 at a distorted geometry (ωB97M-V/def2-TZVPD, the OMol25 dataset).

Cartesian coordinates (Å):
C  -3.121  -2.084  -2.030
C  -2.826  -1.349  -3.357
C  -1.445  -0.647  -3.355
C  -1.457  0.528  -2.346
C  -0.176  1.365  -2.367
C  -0.191  2.579  -1.399
C  -0.315  2.139  0.089
C  1.099  1.764  0.616
C  1.238  0.351  1.230
C  2.734  -0.035  0.998
O  2.938  -0.318  -0.404
C  3.951  -1.176  -0.633
F  4.992  -0.976  0.147
F  4.366  -1.082  -1.856
F  3.496  -2.429  -0.441
N  0.458  -0.700  0.492
C  -0.805  -1.142  1.159
C  -0.610  -1.506  2.672
N  0.709  -1.109  3.176
C  1.050  0.272  2.791
F  2.281  0.493  3.379
B  0.041  1.372  3.432
O  0.474  2.085  4.521
O  -1.236  1.635  2.984
H  -3.580  -1.428  -1.274
H  -3.837  -2.903  -2.174
H  -2.224  -2.533  -1.569
H  -3.595  -0.571  -3.467
H  -2.909  -2.081  -4.167
H  -0.741  -1.402  -2.960
H  -1.167  -0.344  -4.370
H  -1.674  0.067  -1.363
H  -2.347  1.133  -2.582
H  -0.090  1.788  -3.379
H  0.747  0.776  -2.202
H  0.678  3.225  -1.578
H  -1.081  3.172  -1.662
H  -1.038  1.319  0.091
H  -0.744  2.989  0.627
H  1.517  2.547  1.263
H  1.757  1.768  -0.268
H  3.348  0.832  1.247
H  3.010  -0.924  1.578
H  1.012  -1.553  0.348
H  0.201  -0.397  -0.461
H  -1.129  -2.053  0.639
H  -1.636  -0.438  1.066
H  -0.645  -2.600  2.747
H  -1.422  -1.148  3.315
H  1.426  -1.701  2.757
H  0.326  1.575  5.333
H  -1.807  0.855  2.969

## Properties
* charge: +1
* HOMO level: -13.625 eV
* orbital gap: 10.587 eV

=====

# C5H9N2

A cluster of 2 separate species, C5H9N2 in total at a distorted geometry (ωB97M-V/def2-TZVPD, the OMol25 dataset).

Cartesian coordinates (Å):
C  2.056  -0.817  2.442
C  2.617  -0.206  1.411
C  0.447  -0.252  1.013
C  -2.075  0.443  -2.608
C  -2.114  0.782  -1.273
N  0.662  -0.836  2.178
N  1.611  0.078  0.503
H  2.490  -1.144  3.308
H  3.658  -0.034  1.390
H  -3.099  0.540  -3.162
H  -2.262  -0.606  -2.700
H  -1.339  1.046  -3.267
H  -2.810  0.419  -0.630
H  -1.392  1.415  -0.840
H  -0.159  -1.240  2.649
H  1.707  0.412  -0.414

## Properties
* ΔE to the lowest compared entry with this formula, charge and spin: 578.7 kJ/mol
* charge: +1
* HOMO level (spin up / spin down): -12.187 / -12.230 eV
* orbital gap (spin up / spin down): 5.425 / 5.505 eV

=====

# C17H39IN4OP

The ion C17H39IN4OP with charge -1 at a distorted geometry (ωB97M-V/def2-TZVPD, the OMol25 dataset).

Cartesian coordinates (Å):
C  0.033  1.794  -6.116
C  -1.414  1.089  -5.667
C  -1.658  1.208  -4.016
C  -2.429  -0.114  -3.422
C  -2.672  -0.064  -1.770
C  -1.192  -0.384  -1.045
C  -1.197  0.469  0.337
P  0.211  0.144  1.608
C  1.628  0.276  2.903
C  1.606  -0.685  4.194
N  2.888  -0.371  4.997
C  -0.691  -1.289  2.511
C  -2.091  -1.847  1.946
C  -3.423  -1.103  2.639
I  -2.259  -3.906  2.845
N  1.026  1.527  0.804
C  1.930  1.186  -0.330
C  2.487  2.663  -0.904
N  1.000  -1.090  0.609
C  2.205  -1.802  1.101
C  2.532  -2.930  -0.105
O  -0.692  1.142  2.714
C  -0.843  2.519  2.373
N  -0.831  3.801  2.067
H  -0.091  2.333  -7.162
H  0.443  2.534  -5.305
H  0.889  0.984  -6.285
H  -2.238  1.668  -6.270
H  -1.342  -0.046  -5.944
H  -2.186  2.224  -3.758
H  -0.554  1.292  -3.570
H  -1.784  -1.085  -3.641
H  -3.471  -0.165  -4.006
H  -3.513  -0.796  -1.410
H  -2.896  1.058  -1.525
H  -1.148  -1.543  -0.970
H  -0.430  -0.060  -1.867
H  -1.030  1.561  -0.144
H  -2.272  0.631  0.832
H  2.709  0.478  2.436
H  1.446  1.339  3.442
H  1.599  -1.832  4.050
H  0.721  -0.330  4.912
H  2.715  -0.460  6.021
H  3.577  -1.072  4.639
H  -1.013  -0.929  3.608
H  -0.021  -2.263  2.677
H  -2.212  -2.083  0.827
H  -4.225  -1.909  3.001
H  -3.148  -0.489  3.602
H  -3.975  -0.403  1.882
H  1.646  2.072  1.439
H  1.485  0.676  -1.267
H  2.937  0.643  0.013
H  3.271  3.062  -0.128
H  2.901  2.532  -1.993
H  1.544  3.384  -0.988
H  0.321  -1.914  0.572
H  2.051  -2.502  2.049
H  3.210  -1.189  1.150
H  2.807  -3.972  0.388
H  3.491  -2.611  -0.727
H  1.629  -3.051  -0.852

## Properties
* charge: -1
* HOMO level: -4.653 eV
* orbital gap: 7.058 eV